[1]
This record from the OMol25 dataset describes a 3-piece molecular cluster, C25H35F13O14P2S overall in a non-equilibrium geometry. The level of theory is ωB97M-V/def2-TZVPD.

```
90
Properties=species:S:1:pos:R:3
F -0.31966 2.33087 -6.19491
P -0.72124 -8.81247 0.03661
O -1.07314 8.52448 6.27036
H -2.51091 10.45746 4.98086
H -0.00259 3.19332 0.03050
C 0.45603 2.72929 0.89803
H -3.25617 -9.39025 1.48465
H 0.63010 -3.56394 1.83269
H 1.63902 -9.47412 -2.01923
F 0.66564 1.78639 -8.47414
H -1.33792 1.63504 1.21502
H -2.35127 8.78135 7.87904
C 0.86046 -0.03858 -2.11664
H 2.54540 5.96182 2.29798
C 0.00888 0.30779 0.26944
H -0.77958 -2.33021 4.21741
C -1.58329 8.08904 7.53137
O 1.52385 -2.75407 -3.80284
C -3.11867 9.79500 4.36237
F 2.72302 0.54808 -8.81352
H 1.24478 -10.46136 -0.59018
P -1.57473 7.75926 4.94789
H 2.50315 -2.94749 -1.96356
H -2.81317 -7.66879 1.39747
F -0.81688 0.60018 -4.57878
H -1.05370 7.54621 2.27106
F -0.59017 -3.25558 -3.25822
H 0.17509 6.45335 2.94364
C 1.16826 -1.30123 -1.81926
O -0.86543 1.51392 -1.55496
O 1.19271 2.24874 -3.28184
H 1.39876 4.67543 3.61721
C 0.57527 -1.89232 -0.55272
H -4.16183 10.08538 4.44467
O 0.25954 -7.55408 0.05392
H -2.80803 9.87286 3.32074
H -0.97209 -5.91475 -0.36517
H -0.75709 8.08702 8.23913
H 0.68839 -10.96364 -2.19809
O 2.08996 5.29921 1.77545
O -1.76775 6.31586 5.11703
O -3.01756 8.43613 4.82684
C 0.44762 0.46683 -4.99466
O -0.35037 -9.69168 1.14884
O 0.36150 -3.08105 -0.54956
C 1.97860 -0.08388 -7.90564
H -0.22426 3.24560 2.92119
H -0.34287 4.56005 1.79562
C 0.29019 3.71874 2.07936
O -0.33962 -9.38196 -1.41946
C 0.88161 -10.10764 -1.55481
C 0.69846 1.46133 -6.18606
H 1.36911 -1.39021 2.35006
H 0.64657 8.03501 2.29840
S 1.48565 0.86734 -3.51446
H -4.13183 -8.29271 0.39283
C 0.70063 0.77913 -7.58202
C 1.59897 4.26070 2.62187
H 0.02077 1.14916 2.26185
H -2.00111 7.08477 7.46739
F 0.98982 -4.66599 -2.75111
F 2.73695 -0.26595 -6.82079
F 0.58536 -0.79730 -5.40713
F -1.32571 -3.11956 1.57042
F -0.41484 0.06739 -7.77442
F 1.82264 2.17158 -6.06348
H 2.94672 -1.60241 -2.97427
C 2.09763 -2.18482 -2.62921
C -0.06900 -6.39461 -0.74243
H 0.66104 -3.35265 4.17541
H 0.75759 -5.70016 -0.66141
O -2.27557 -8.85236 -0.26202
C 0.33010 -1.45228 2.01156
H -0.93178 -4.06675 3.84064
H 1.52528 2.56477 0.75208
C -0.13241 -2.89722 2.23759
C 0.29303 -0.96714 0.57796
C -0.31314 -3.18007 3.71741
C -0.06613 0.69492 -1.17845
H -0.20549 -6.67648 -1.78636
C -0.26710 1.41092 1.24789
H 2.35374 3.47867 2.76249
O -0.25193 8.08805 4.14572
C -3.16441 -8.52837 0.82722
O 2.87129 0.59732 -3.76125
F 1.63470 -1.26799 -8.40158
H -0.30053 -0.83915 2.65107
C 0.61013 -3.73262 -3.63147
F 0.44046 -4.32916 -4.81626
C -0.12348 7.48927 2.83614
```

Kohn-Sham gap, eV: 8.17
SMILES: C[C@@H](F)CC1=C(CCCCO)C(=O)C(S(=O)(=O)C(F)(F)C(F)(F)C(F)(F)C(F)(F)F)=C(COC(F)(F)F)C1=O.COP(=O)(OC)OC.COP(=O)(OC)OC
Spin multiplicity: 1
HOMO level, hartree: -0.377

Atom charges from the Mulliken analysis, given in e for atoms 1 to 8: -0.2920, 1.0019, -0.3574, 0.3283, 0.2956, -0.6033, 0.2871, 0.2555

=====

[2]
This record from the OMol25 dataset describes C25H35F4NO3PPbS2Si as an isolated structure in a non-equilibrium geometry. The level of theory is ωB97M-V/def2-TZVPD.

```
73
Properties=species:S:1:pos:R:3
C 6.08872 -4.86708 -5.18837
H -4.10394 3.37373 -0.17521
H 2.50849 -5.83556 -1.51797
H -2.15099 -5.13637 -2.60750
H 3.42070 -4.62487 -5.71479
H -2.79246 4.52464 -0.29615
C 2.73257 -3.60016 -3.96175
C -2.14198 -4.38821 -0.59418
H 4.71779 -2.58512 -1.40654
S 0.80693 -1.62222 0.58548
C -2.34282 -1.70715 3.41244
H 6.42575 -3.66725 -2.82494
O -1.40377 -1.00242 2.59526
C 5.01873 -4.21568 -4.34980
C 4.43740 -3.05515 -2.33735
F 6.42511 -6.07562 -4.69856
H 1.31090 -6.12770 1.28720
H -1.81516 -2.19722 4.23179
N -1.25469 1.90371 0.42865
C 1.54961 -2.05774 -0.87364
H 2.20121 4.40929 -2.71471
H 1.11177 5.61587 -0.85450
C -0.00599 3.93463 -0.18610
C 0.25081 1.97748 -1.46559
C 0.88655 4.57409 -1.02275
H -2.85425 -6.39313 -0.40164
H -3.08630 1.12963 3.20939
H -2.15032 -5.74736 1.08466
H -3.62860 0.63798 1.60276
C 3.00410 -4.83513 1.02565
H -1.10006 -6.24617 -0.25458
S -0.18902 -4.21926 2.84316
H -3.17540 -4.02843 -0.51764
C -3.46913 1.49385 2.26345
H 3.38849 -4.12817 0.29365
H -0.45577 4.48946 0.61753
F 7.21284 -4.13707 -5.21145
H -0.35213 3.32237 2.98646
C -0.35894 2.58901 -0.36681
C -1.67101 -4.34167 -2.04147
C 5.39202 -3.64990 -3.13474
C 1.77468 -5.53953 0.48483
H 1.57302 2.02810 -3.12220
C -1.38392 3.66147 2.93037
C 1.49019 3.90936 -2.07717
H -4.44535 1.91788 2.46725
H -3.96737 4.66124 1.00038
O -1.39806 -3.40447 0.17297
H -1.85721 3.44606 3.88508
P -0.05181 -3.66293 0.98738
C 2.08166 -6.42703 -0.71015
C 3.09550 -3.03643 -2.73833
F 5.72085 -5.05912 -6.45897
F -0.09474 0.65287 -1.74249
H 3.77070 -5.57345 1.24526
H -1.00847 -0.30462 3.13259
H -0.59221 -4.47763 -2.08344
Pb -1.65157 -0.27896 0.10464
C 1.15420 2.58712 -2.30351
H 2.75637 -4.30154 1.94294
H -1.36026 4.74328 2.82920
H -1.92168 -3.38513 -2.49719
H -3.11134 -1.03778 3.80383
O 0.80022 -4.57698 0.02179
H 1.70532 -3.56462 -4.29083
H -2.79759 -2.47328 2.79017
Si -2.32271 2.81893 1.49286
C 3.69393 -4.19022 -4.76486
H 1.17582 -6.91477 -1.06331
C -3.39475 3.95731 0.40643
C -2.04987 -5.78257 0.00096
H 2.79531 -7.19167 -0.41433
C 2.16697 -2.48524 -1.82149
```

Kohn-Sham gap, eV: 7.39
Total charge: +1
ΔE to the lowest compared entry with this formula, charge and spin, kcal/mol: 11.26
Spin multiplicity: 1
HOMO level, hartree: -0.384

Atom charges from the Mulliken analysis, given in e for atoms 1 to 8: 0.8767, 0.3004, 0.1659, 0.4558, 0.4724, 0.4148, -0.4987, 0.3528

=====

[3]
This record from the OMol25 dataset describes C25H35Ge2LiNO4S as an isolated structure. The level of theory is ωB97M-V/def2-TZVPD.

```
69
Properties=species:S:1:pos:R:3
O -0.86880 -0.23243 -3.60337
H 3.91843 -2.26143 -1.85054
H -0.21118 -4.05464 3.21644
S -1.24768 2.51352 0.32358
Ge 2.08107 -0.31551 -0.24039
C -2.15500 4.90035 -0.59168
C 3.13081 -0.75570 2.23735
C 2.53164 1.27440 -1.25902
O -1.98317 1.38259 0.95764
O -1.00241 -0.68264 -1.41134
C 3.57088 -1.55433 4.58869
H 0.67006 -2.82242 1.19758
H 0.15766 1.15886 5.42860
C -3.88458 3.37121 0.07184
H 4.61375 -0.97806 0.73543
H -0.78769 -2.09664 1.81613
C 5.75560 -1.36994 5.58264
H -0.78439 0.51792 3.18849
H -4.17107 2.40824 0.47120
C -2.53929 3.66871 -0.07401
H -2.36141 1.68982 -1.98881
O -0.36079 3.20553 1.23541
H 6.42172 -1.52425 6.42225
C 1.80892 -1.83980 -1.44549
C -3.11827 5.83069 -0.94287
H 0.46355 1.70365 3.00636
H -6.01714 6.28100 -2.11826
H 0.50575 -0.53954 5.13978
C -4.47536 5.55347 -0.79367
H 0.90531 -2.37133 -1.15275
C -5.51755 6.56421 -1.18916
H 1.39054 -3.40810 3.53236
H 5.71202 -0.05115 2.46533
C 4.42813 -1.76241 5.66120
C 4.02392 -0.96953 3.40922
C 3.57283 -0.74413 0.96953
C -4.84084 4.31295 -0.28591
C 0.70412 0.47174 4.77645
H 2.84074 -3.61742 -2.16408
H -1.10245 5.12079 -0.71234
H 1.76868 0.66319 4.92743
H -5.07498 7.54924 -1.33836
H 1.57486 -1.42558 -2.42869
Li -1.09304 0.02113 0.17267
C 0.28864 0.67520 3.31932
H 4.68031 0.84418 -1.31350
C 6.21657 -0.75802 4.42350
C 0.35864 -3.12615 3.31567
H 1.72054 1.47891 -1.95486
H 3.78709 0.20617 -2.68963
H 4.04919 -2.22682 6.56335
H 2.53140 -1.84813 4.67329
H -0.99881 2.16863 -2.99247
C -1.01293 0.09517 -2.42754
C 5.35813 -0.55506 3.35512
H -0.03010 -2.60678 4.19479
C 0.26923 -2.27235 2.05225
H 7.24486 -0.42460 4.35512
Ge 1.18350 -0.51384 2.06332
H 4.13108 1.92583 -2.58832
C 3.85265 1.04891 -1.99709
H -5.89264 4.07553 -0.16599
H -6.28767 6.66024 -0.42156
H -2.81406 6.79229 -1.34166
H 2.57572 2.13107 -0.58589
C 3.01893 -2.77057 -1.49473
N -0.51933 2.10348 -0.95592
C -1.27189 1.59009 -2.10862
H 3.26051 -3.17936 -0.51035
```

Kohn-Sham gap, eV: 7.69
Total charge: -1
Spin multiplicity: 1
HOMO level, hartree: -0.189

Atom charges from the Mulliken analysis, given in e for atoms 1 to 8: -0.7834, 0.2960, 0.3996, 1.7098, 0.2806, -0.7276, -0.6909, -0.1992

=====

[4]
This record from the OMol25 dataset describes C25H35GeInN4O6SSe as an isolated structure in a non-equilibrium geometry. The level of theory is ωB97M-V/def2-TZVPD.

```
74
Properties=species:S:1:pos:R:3
C 3.92948 1.54450 -4.99996
C 2.17337 1.45129 -1.17958
H -0.31621 -2.30792 -3.28751
C 2.08409 0.33652 -1.97630
H -1.32862 -1.84572 -1.91171
H 3.46681 -1.03056 0.32173
H -4.62608 -3.41491 -2.45307
H 2.92053 3.46669 -0.95165
H -0.47934 2.44688 4.49013
C -0.21243 3.94217 1.15892
C -4.60283 -3.18052 -1.39419
H 4.68706 -5.03539 1.19371
H -3.33054 -1.48757 2.49067
Se -0.32902 -1.74730 1.19797
H -4.42544 -2.89113 0.89275
H 4.43320 2.44240 -5.33764
C 3.43645 2.64168 -2.84293
C -3.29168 2.92529 2.99724
H -0.01687 5.01838 1.24245
C 2.65020 -0.76645 -4.13213
O -3.76065 -0.00806 -0.15733
N -1.62163 3.61870 1.32355
O 0.30228 -0.51337 0.15528
H 1.71432 3.26287 1.76994
C 2.13666 -3.96266 -0.75493
C 2.99754 -4.83911 -0.11246
H 2.86958 -5.90648 -0.23842
Ge 1.09409 -1.26267 -1.38240
C 0.70272 3.24397 2.17400
H -3.59667 0.94107 2.64971
N -4.47613 -1.88438 0.94255
C 3.35611 1.52536 -3.70747
C 3.21541 -0.71912 -5.37468
C -0.48560 -1.54529 -2.52887
C 3.85418 0.45407 -5.82010
H -3.64653 3.12287 4.01417
H 4.98043 -2.59993 1.47472
H -0.69835 -0.59668 -3.02233
N -2.81365 1.55920 2.85454
H -5.61098 -3.25704 -0.98620
C 4.18271 -2.98176 0.85080
N -4.28982 -1.30357 2.20638
H 1.71963 1.43028 -0.19284
C -4.08575 -1.19562 -0.15419
H 1.32408 -4.34553 -1.35889
C 3.33140 -2.10021 0.20352
C 2.68829 0.35136 -3.26396
H -3.92768 -3.88030 -0.89666
H -2.16293 4.02181 0.56797
H -0.03666 0.74979 4.66466
H -1.43227 3.95333 3.37217
C -2.21443 3.95064 2.61727
In -1.76359 1.03119 0.62427
H 4.28997 0.48079 -6.80962
C 2.85427 2.60690 -1.60743
H -2.67228 4.94330 2.61856
H -4.93311 -1.74451 2.84832
H 3.97277 3.52332 -3.17213
C -0.56617 1.46323 4.03418
O -0.68584 -2.97934 0.26946
S 0.36629 1.47459 2.47233
C 2.30682 -2.59259 -0.59716
H -2.48320 1.15335 4.91409
C 4.01634 -4.34978 0.69277
O -1.69140 -1.00562 1.73258
H -4.12934 3.05111 2.30897
O 0.66269 -1.99777 2.39553
H 2.16747 -1.67614 -3.78830
O -4.11251 -1.84008 -1.30976
H -1.97947 -0.09051 3.75744
H 0.07185 3.61547 0.15627
H 0.72377 3.74668 3.13913
C -2.02148 0.97994 3.93417
H 3.17431 -1.58539 -6.02206
```

Kohn-Sham gap (alpha / beta), eV: 8.26 / 5.63
Total charge: +1
ΔE to the lowest compared entry with this formula, charge and spin, kcal/mol: 26.73
Spin multiplicity: 2
HOMO level (alpha / beta), hartree: -0.380 / -0.380

Atom charges from the Mulliken analysis, given in e for atoms 1 to 8: -0.8537, 0.2427, 0.4748, -0.0314, 0.1549, 0.3464, 0.2628, 0.4160

=====

[5]
This record from the OMol25 dataset describes C25H35N2STc as an isolated structure in a non-equilibrium geometry. The level of theory is ωB97M-V/def2-TZVPD.

```
64
Properties=species:S:1:pos:R:3
C -0.04810 2.05620 1.29341
C -0.04120 0.86943 2.12294
C 4.77828 0.19536 2.60946
H 0.78857 0.33213 -5.39306
N 2.38637 -2.04498 1.15444
C 0.94872 0.95452 -2.43226
H -3.40823 -4.50117 -0.51419
H 1.63623 -2.27100 0.49717
C 2.97584 -2.91677 2.08196
C -1.57625 -3.37021 -0.19834
H 0.95912 -1.04018 -4.30517
H 5.32384 0.59442 1.74565
H -0.59154 -0.69883 -5.00689
H 1.93590 0.45810 -2.54931
C -2.31099 -2.03812 -2.57772
C -1.86882 0.70208 0.71811
C 0.07738 0.99308 -3.59487
H -2.58035 -1.51763 -3.49725
N 3.90925 -0.91040 2.19747
H 2.67462 -3.93159 2.16877
C -1.01560 -1.86443 -1.96905
H -3.18489 -0.81137 -0.00058
C -1.00119 -2.21033 -0.56220
Tc 0.40045 0.71016 -0.22907
C 0.70002 3.31315 1.58779
H 0.68252 3.98924 0.73105
H -3.99342 0.51984 0.85778
C -2.75594 -3.71531 -0.85609
H -0.66752 -1.81938 2.65400
H 4.60280 -2.45124 3.51631
H 1.91777 2.63197 -1.35099
C 3.91878 -2.20003 2.73603
H 1.00886 -0.36204 3.52756
H 1.74374 3.10592 1.84140
H -3.38876 0.75991 -0.79077
H -1.07549 -3.98957 0.57136
H 0.32239 1.11752 4.21478
C -1.80820 3.11709 -0.29443
H -2.24226 -1.77638 1.85814
H -2.33806 3.75540 0.42751
C -1.37363 1.28678 -3.31960
H -4.13690 -3.10333 -2.45788
H -1.04545 3.73176 -0.77591
C -3.17511 0.26987 0.16484
C 0.81609 0.69763 3.32320
H 4.19164 1.00596 3.06336
H 1.77764 1.21150 3.20914
H -2.13493 0.76594 -3.92496
H -1.85717 1.28912 -2.31102
S 2.61054 0.61882 0.37370
C 0.28753 -0.19507 -4.54925
H -2.02405 -0.99234 3.43536
H 0.24609 3.83496 2.44259
C -1.16791 0.06817 1.78129
H 0.24139 2.91884 -1.93059
C -1.54734 -1.19072 2.46319
C -3.15176 -2.96199 -1.99211
H 5.48500 -0.19532 3.34626
H -1.42095 2.33291 -3.64151
C -1.19540 1.94658 0.40474
H -0.57688 -1.21918 -2.74996
H -2.52956 2.79599 -1.04937
C 0.94390 2.15910 -1.55729
C 2.94260 -0.81056 1.26088
```

Kohn-Sham gap (alpha / beta), eV: 5.95 / 6.34
Total charge: +1
Spin multiplicity: 4
HOMO level (alpha / beta), hartree: -0.344 / -0.386

Atom charges from the Mulliken analysis, given in e for atoms 1 to 8: 0.9395, 0.5160, -0.7309, 0.4130, 0.1097, 0.1964, 0.3959, 0.1247

=====

[6]
This record from the OMol25 dataset describes C25H35N4ReSeSi as an isolated structure in a non-equilibrium geometry. The level of theory is ωB97M-V/def2-TZVPD.

```
67
Properties=species:S:1:pos:R:3
H -3.73155 3.70632 -4.65604
H 0.66712 1.36465 3.44763
C 5.25498 -0.00285 1.85283
H -0.86468 -3.89407 -0.60265
H 6.34600 -0.05913 1.84886
H -1.07382 1.46897 3.78996
H 4.45572 -0.79707 -2.04957
C 5.11204 2.05826 -0.54420
Re -0.03232 0.24122 0.20391
C -3.05854 -3.40934 2.92994
H -2.08483 -1.89503 5.80933
H -4.19864 4.19589 -2.41406
H 0.95991 -0.00361 -3.55478
C -0.74669 -3.03391 -1.26594
H 0.48645 2.84907 1.58767
N -1.42508 -1.25711 0.35213
C 1.26712 -1.65060 -2.25373
C -1.10749 1.27482 -2.31060
C -2.88897 -3.04404 4.25478
H 4.86491 -0.96273 2.19379
N -0.55983 0.21746 2.18496
C 0.36373 -0.55770 -2.82234
C -1.79379 -1.97718 -0.86355
C -2.80148 2.99230 -1.44541
N -1.26850 1.82896 -0.03891
C -1.74742 2.07309 -1.26151
C -3.14579 3.17839 -3.91477
H 5.94328 -1.17540 -1.18136
Se 2.27139 0.58949 0.65145
C -2.22838 2.25656 -4.38038
H -0.45191 -1.04488 -3.37017
H 4.42756 -1.94297 -0.69996
C -2.55443 -2.83806 1.77596
C 0.71045 -2.57629 -1.16011
N -0.20819 0.38136 -1.85756
H 6.20043 2.10146 -0.63372
H 1.55095 -2.26121 -3.11407
H -3.67546 -4.28632 2.77113
C -1.42575 -1.02852 4.02919
H -1.78164 3.66965 0.81463
C -1.36766 1.42078 -3.68648
C 4.86833 -1.01378 -1.06364
H 4.68437 2.22458 -1.53334
H -3.21930 3.37543 -0.52528
H -0.87532 -0.33479 4.64903
H -2.17652 2.15762 -5.45865
C -1.26390 -0.82327 2.64536
C -2.13550 -1.98341 4.73034
C -1.59850 2.64248 1.12925
C -1.76549 -1.69082 1.57764
H -2.83903 -3.36202 0.87579
H 0.86474 -2.11901 -0.17338
H -2.50571 2.25765 1.61043
H -3.37740 -3.66448 4.99512
H -0.96901 -3.36755 -2.28239
H 1.34320 -3.46556 -1.14875
Si 4.58998 0.39591 0.14594
H 2.18556 -1.19705 -1.87633
H -1.91297 -1.24053 -1.65280
H 4.79144 2.87174 0.10703
H -0.58778 3.51763 2.80886
H -0.77163 0.79438 -4.33152
C -0.44026 2.67204 2.13627
C -3.40468 3.47840 -2.58555
H 4.95177 0.75839 2.57218
C -0.32938 1.40326 2.99537
H -2.76621 -2.45796 -0.76330
```

Kohn-Sham gap (alpha / beta), eV: 6.15 / 6.68
Total charge: +1
Spin multiplicity: 4
HOMO level (alpha / beta), hartree: -0.337 / -0.375

Atom charges from the Mulliken analysis, given in e for atoms 1 to 8: 0.3549, 0.1684, -1.0323, 0.4059, 0.3757, 0.6660, 0.3076, -1.0302

=====

Question: Number 5 is which compound?
Answer: C25H35N2STc